A 10-piece molecular cluster, C54H122O21 overall. Source: the Open Molecules 2025 dataset; level of theory: wB97M-V/def2-TZVPD.

Summary:
SMILES: CCOC(C)=O.CCOC(C)=O.CCOC(C)=O.COCCOCCOC.COCCOCCOC.COCCOCCOC.COCCOCCOC.COCCOCCOC.CCCCCC.CCCCCC
energy relative to the best compared isomer or geometry (same formula, charge and spin): 0.000 eV
HOMO level: -9.4 eV
frontier orbital gap: 9.8 eV

Each atom is followed by the atoms it is bonded to, with distances in Å.
CARTESIAN COORDINATES (ANGSTROEM)
1 C 5.62 12.87 -9.88  C2 1.501, H7 1.090, H8 1.090, H9 1.090
2 C 5.17 11.44 -9.98  C1 1.501, C3 1.518, H10 1.090, H11 1.090
3 C 5.65 10.52 -8.87  C2 1.518, C4 1.542, H12 1.090, H13 1.090
4 C 5.43 9.01 -9.11  C3 1.542, C5 1.541, H14 1.090, H15 1.090
5 C 6.25 8.19 -8.09  C4 1.541, C6 1.538, H16 1.090, H17 1.090
6 C 6.10 6.67 -8.21  C5 1.538, H18 1.090, H19 1.090, H20 1.090
7 H 5.18 13.50 -10.64  C1 1.090
8 H 6.70 13.03 -9.79  C1 1.090
9 H 5.24 13.19 -8.91  C1 1.090
10 H 4.08 11.48 -9.93  C2 1.090
11 H 5.43 11.05 -10.96  C2 1.090
12 H 5.18 10.81 -7.93  C3 1.090
13 H 6.74 10.59 -8.86  C3 1.090
14 H 4.37 8.82 -8.99  C4 1.090
15 H 5.71 8.76 -10.13  C4 1.090
16 H 7.31 8.39 -8.19  C5 1.090
17 H 6.02 8.57 -7.09  C5 1.090
18 H 6.40 6.27 -9.18  C6 1.090
19 H 6.67 6.16 -7.43  C6 1.090
20 H 5.02 6.49 -8.21  C6 1.090
21 C 7.28 9.02 13.46  C22 1.523, H27 1.090, H28 1.090, H29 1.090
22 C 8.75 9.17 13.86  C21 1.523, C23 1.541, H30 1.090, H31 1.090
23 C 9.75 9.32 12.70  C22 1.541, C24 1.572, H32 1.090, H33 1.090
24 C 11.14 9.92 13.13  C23 1.572, C25 1.512, H34 1.090, H35 1.090
25 C 12.03 9.93 11.91  C24 1.512, C26 1.548, H36 1.090, H37 1.090
26 C 12.32 8.55 11.28  C25 1.548, H38 1.090, H39 1.090, H40 1.090
27 H 6.76 8.98 14.41  C21 1.090
28 H 7.12 8.08 12.91  C21 1.090
29 H 6.90 9.86 12.89  C21 1.090
30 H 8.68 10.05 14.50  C22 1.090
31 H 9.00 8.35 14.52  C22 1.090
32 H 9.33 10.01 11.97  C23 1.090
33 H 9.90 8.39 12.15  C23 1.090
34 H 10.99 10.90 13.58  C24 1.090
35 H 11.53 9.24 13.90  C24 1.090
36 H 11.64 10.54 11.09  C25 1.090
37 H 12.96 10.38 12.27  C25 1.090
38 H 12.60 7.76 11.98  C26 1.090
39 H 11.47 8.26 10.66  C26 1.090
40 H 13.23 8.59 10.69  C26 1.090
41 C 3.88 -3.86 5.93  O42 1.400, H50 1.090, H51 1.090, H52 1.090
42 O 4.43 -5.14 5.80  C41 1.400, C43 1.442
43 C 5.87 -5.15 5.72  O42 1.442, C44 1.525, H53 1.090, H54 1.090
44 C 6.40 -6.55 5.49  C43 1.525, O45 1.472, H55 1.090, H56 1.090
45 O 6.05 -7.04 4.14  C44 1.472, C46 1.417
46 C 6.12 -8.46 4.04  O45 1.417, C47 1.520, H57 1.090, H58 1.090
47 C 5.51 -9.07 2.79  C46 1.520, O48 1.447, H59 1.090, H60 1.090
48 O 6.28 -8.80 1.59  C47 1.447, C49 1.402
49 C 5.74 -9.51 0.51  O48 1.402, H61 1.090, H62 1.090, H63 1.090
50 H 3.92 -3.30 5.00  C41 1.090
51 H 4.38 -3.28 6.71  C41 1.090
52 H 2.82 -3.87 6.20  C41 1.090
53 H 6.36 -4.64 6.55  C43 1.090
54 H 6.19 -4.53 4.89  C43 1.090
55 H 6.08 -7.22 6.29  C44 1.090
56 H 7.49 -6.48 5.49  C44 1.090
57 H 5.66 -8.94 4.90  C46 1.090
58 H 7.18 -8.70 4.10  C46 1.090
59 H 4.47 -8.76 2.73  C47 1.090
60 H 5.48 -10.14 2.98  C47 1.090
61 H 5.48 -10.53 0.79  C49 1.090
62 H 6.50 -9.46 -0.26  C49 1.090
63 H 4.83 -9.06 0.11  C49 1.090
64 C 6.89 5.70 0.65  O65 1.392, H73 1.090, H74 1.090, H75 1.090
65 O 6.59 5.04 1.84  C64 1.392, C66 1.463
66 C 5.38 4.22 1.76  O65 1.463, C67 1.581, H76 1.090, H77 1.090
67 C 5.26 3.07 2.84  C66 1.581, O68 1.428, H78 1.090, H79 1.090
68 O 5.24 3.46 4.22  C67 1.428, C69 1.394
69 C 6.43 3.88 4.81  O68 1.394, C70 1.574, H80 1.090, H81 1.090
70 C 6.32 4.03 6.37  C69 1.574, O71 1.428, H82 1.090, H83 1.090
71 O 5.49 5.15 6.70  C70 1.428, C72 1.405
72 C 5.95 6.44 6.38  O71 1.405, H84 1.090, H85 1.090, H86 1.090
73 H 7.23 5.05 -0.15  C64 1.090
74 H 7.63 6.48 0.84  C64 1.090
75 H 6.00 6.21 0.27  C64 1.090
76 H 5.28 3.76 0.78  C66 1.090
77 H 4.60 4.97 1.87  C66 1.090
78 H 6.09 2.38 2.65  C67 1.090
79 H 4.30 2.56 2.75  C67 1.090
80 H 6.91 4.76 4.39  C69 1.090
81 H 7.13 3.06 4.66  C69 1.090
82 H 7.28 4.21 6.85  C70 1.090
83 H 5.93 3.11 6.80  C70 1.090
84 H 6.98 6.62 6.70  C72 1.090
85 H 5.32 7.10 6.97  C72 1.090
86 H 5.81 6.62 5.32  C72 1.090
87 C 7.73 1.68 11.56  O88 1.403, H96 1.090, H97 1.090, H98 1.090
88 O 9.07 1.54 11.18  C87 1.403, C89 1.438
89 C 10.03 2.49 11.67  O88 1.438, C90 1.571, H99 1.090, H100 1.090
90 C 11.41 2.34 10.95  C89 1.571, O91 1.480, H101 1.090, H102 1.090
91 O 11.41 2.76 9.53  C90 1.480, C92 1.417
92 C 12.51 2.24 8.81  O91 1.417, C93 1.487, H103 1.090, H104 1.090
93 C 12.61 2.77 7.42  C92 1.487, O94 1.433, H105 1.090, H106 1.090
94 O 12.80 4.19 7.45  C93 1.433, C95 1.388
95 C 12.69 4.89 6.25  O94 1.388, H107 1.090, H108 1.090, H109 1.090
96 H 7.51 1.56 12.62  C87 1.090
97 H 7.14 0.93 11.05  C87 1.090
98 H 7.35 2.67 11.30  C87 1.090
99 H 10.20 2.48 12.75  C89 1.090
100 H 9.69 3.50 11.45  C89 1.090
101 H 11.63 1.27 10.99  C90 1.090
102 H 12.19 2.89 11.48  C90 1.090
103 H 12.48 1.15 8.84  C92 1.090
104 H 13.46 2.59 9.23  C92 1.090
105 H 11.64 2.61 6.96  C93 1.090
106 H 13.41 2.25 6.88  C93 1.090
107 H 11.79 4.75 5.66  C95 1.090
108 H 13.52 4.61 5.60  C95 1.090
109 H 12.72 5.94 6.53  C95 1.090
110 C 9.11 -0.15 -9.23  O111 1.440, H119 1.090, H120 1.090, H121 1.090
111 O 7.89 -0.36 -9.97  C110 1.440, C112 1.457
112 C 6.95 -1.31 -9.40  O111 1.457, C113 1.534, H122 1.090, H123 1.090
113 C 6.33 -0.74 -8.11  C112 1.534, O114 1.447, H124 1.090, H125 1.090
114 O 7.28 -0.82 -7.02  C113 1.447, C115 1.424
115 C 6.78 -0.55 -5.71  O114 1.424, C116 1.521, H126 1.090, H127 1.090
116 C 7.94 -0.44 -4.74  C115 1.521, O117 1.424, H128 1.090, H129 1.090
117 O 8.77 0.70 -4.96  C116 1.424, C118 1.407
118 C 9.80 0.79 -4.01  O117 1.407, H130 1.090, H131 1.090, H132 1.090
119 H 8.90 0.39 -8.30  C110 1.090
120 H 9.81 0.38 -9.87  C110 1.090
121 H 9.62 -1.07 -8.94  C110 1.090
122 H 7.43 -2.26 -9.21  C112 1.090
123 H 6.19 -1.57 -10.13  C112 1.090
124 H 5.51 -1.44 -7.92  C113 1.090
125 H 5.88 0.25 -8.12  C113 1.090
126 H 6.18 -1.38 -5.35  C115 1.090
127 H 6.20 0.37 -5.71  C115 1.090
128 H 8.51 -1.36 -4.67  C116 1.090
129 H 7.48 -0.41 -3.75  C116 1.090
130 H 10.38 -0.13 -4.03  C118 1.090
131 H 9.39 1.03 -3.04  C118 1.090
132 H 10.45 1.62 -4.32  C118 1.090
133 C -6.65 1.03 3.32  O134 1.463, H142 1.090, H143 1.090, H144 1.090
134 O -5.40 0.75 2.61  C133 1.463, C135 1.428
135 C -5.50 -0.38 1.75  O134 1.428, C136 1.549, H145 1.090, H146 1.090
136 C -4.26 -0.42 0.82  C135 1.549, O137 1.415, H147 1.090, H148 1.090
137 O -3.02 -0.76 1.42  C136 1.415, C138 1.457
138 C -2.95 -1.93 2.29  O137 1.457, C139 1.525, H149 1.090, H150 1.090
139 C -1.51 -2.40 2.35  C138 1.525, O140 1.452, H151 1.090, H152 1.090
140 O -1.09 -2.97 1.08  C139 1.452, C141 1.387
141 C 0.09 -3.68 1.24  O140 1.387, H153 1.090, H154 1.090, H155 1.090
142 H -6.94 0.12 3.86  C133 1.090
143 H -7.46 1.31 2.65  C133 1.090
144 H -6.66 1.73 4.16  C133 1.090
145 H -6.37 -0.34 1.10  C135 1.090
146 H -5.43 -1.30 2.32  C135 1.090
147 H -4.07 0.59 0.45  C136 1.090
148 H -4.50 -1.06 -0.03  C136 1.090
149 H -3.65 -2.71 1.96  C138 1.090
150 H -3.42 -1.76 3.26  C138 1.090
151 H -1.36 -3.08 3.20  C139 1.090
152 H -0.90 -1.51 2.50  C139 1.090
153 H 0.41 -4.05 0.27  C141 1.090
154 H 0.09 -4.51 1.95  C141 1.090
155 H 0.85 -3.02 1.66  C141 1.090
156 O -0.24 8.98 6.27  C157 1.239
157 C -0.89 8.57 5.31  O156 1.239, O158 1.298, C161 1.493
158 O -1.10 7.32 5.01  C157 1.298, C159 1.425
159 C -0.53 6.30 5.81  O158 1.425, C160 1.512, H162 1.090, H163 1.090
160 C -1.06 4.97 5.30  C159 1.512, H164 1.090, H165 1.090, H166 1.090
161 C -1.53 9.54 4.36  C157 1.493, H167 1.090, H168 1.090, H169 1.090
162 H -0.83 6.42 6.86  C159 1.090
163 H 0.56 6.28 5.87  C159 1.090
164 H -0.75 4.21 6.02  C160 1.090
165 H -0.62 4.66 4.35  C160 1.090
166 H -2.14 5.08 5.23  C160 1.090
167 H -2.15 8.99 3.66  C161 1.090
168 H -0.82 10.03 3.70  C161 1.090
169 H -2.16 10.27 4.86  C161 1.090
170 O 3.75 19.04 8.98  C171 1.223
171 C 2.68 18.93 8.38  O170 1.223, O172 1.399, C175 1.474
172 O 2.15 17.78 7.77  C171 1.399, C173 1.421
173 C 2.87 16.56 7.72  O172 1.421, C174 1.554, H176 1.090, H177 1.090
174 C 2.91 15.83 9.09  C173 1.554, H178 1.090, H179 1.090, H180 1.090
175 C 1.76 20.07 8.41  C171 1.474, H181 1.090, H182 1.090, H183 1.090
176 H 3.90 16.87 7.54  C173 1.090
177 H 2.58 15.98 6.84  C173 1.090
178 H 3.25 14.80 9.11  C174 1.090
179 H 1.91 15.70 9.50  C174 1.090
180 H 3.55 16.29 9.84  C174 1.090
181 H 0.85 19.75 8.92  C175 1.090
182 H 1.38 20.33 7.43  C175 1.090
183 H 2.21 20.96 8.85  C175 1.090
184 O 7.41 12.86 4.43  C185 1.205
185 C 7.95 11.85 4.05  O184 1.205, O186 1.324, C189 1.469
186 O 7.47 10.94 3.22  C185 1.324, C187 1.446
187 C 6.05 10.89 2.93  O186 1.446, C188 1.472, H190 1.090, H191 1.090
188 C 5.73 11.84 1.85  C187 1.472, H192 1.090, H193 1.090, H194 1.090
189 C 9.37 11.60 4.32  C185 1.469, H195 1.090, H196 1.090, H197 1.090
190 H 5.47 11.13 3.82  C187 1.090
191 H 5.80 9.86 2.69  C187 1.090
192 H 5.82 12.87 2.17  C188 1.090
193 H 4.67 11.70 1.65  C188 1.090
194 H 6.36 11.87 0.96  C188 1.090
195 H 9.42 10.57 4.68  C189 1.090
196 H 9.75 12.23 5.13  C189 1.090
197 H 9.95 11.70 3.41  C189 1.090

Atomic partial charges in e from the Mulliken method, atoms 1 to 8: -1.28 -0.36 -0.63 -0.62 -0.43 -1.25 0.35 0.34



One molecule with the formula C25H23N3O5. Source: the Open Molecules 2025 dataset; level of theory: wB97M-V/def2-TZVPD.

Summary:
SMILES: COc1ccc(-n2c(=O)[nH]c3cc(C(=O)NCCc4ccccc4)ccc3c2=O)cc1OC
energy relative to the best compared isomer or geometry (same formula, charge and spin): 0.000 eV
HOMO level: -8.0 eV
frontier orbital gap: 7.9 eV

Each atom is followed by the atoms it is bonded to, with distances in Å.
CARTESIAN COORDINATES (ANGSTROEM)
1 C -8.87 -1.34 -0.03  H2 1.090, H3 1.092, H4 1.092, O5 1.410
2 H -9.68 -1.98 0.34  C1 1.090
3 H -8.72 -1.53 -1.09  C1 1.092
4 H -9.14 -0.30 0.12  C1 1.092
5 O -7.75 -1.71 0.74  C1 1.410, C6 1.360
6 C -6.54 -1.11 0.56  O5 1.360, C7 1.393, C11 1.409
7 C -5.55 -1.57 1.43  C6 1.393, C8 1.379, H56 1.078
8 C -4.26 -1.07 1.41  C7 1.379, C9 1.382, H55 1.078
9 C -3.94 -0.11 0.47  C8 1.382, C10 1.386, N18 1.433
10 C -4.89 0.35 -0.42  C9 1.386, C11 1.388, H17 1.077
11 C -6.20 -0.12 -0.39  C6 1.409, C10 1.388, O12 1.371
12 O -7.17 0.33 -1.24  C11 1.371, C13 1.407
13 C -6.86 1.41 -2.10  O12 1.407, H14 1.089, H15 1.094, H16 1.095
14 H -7.80 1.65 -2.60  C13 1.089
15 H -6.51 2.28 -1.54  C13 1.094
16 H -6.12 1.13 -2.85  C13 1.095
17 H -4.60 1.10 -1.14  C10 1.077
18 N -2.61 0.42 0.42  C9 1.433, C19 1.386, C28 1.394
19 C -2.48 1.79 0.58  N18 1.386, O20 1.208, N21 1.374
20 O -3.42 2.54 0.74  C19 1.208
21 N -1.20 2.28 0.55  C19 1.374, C22 1.372, H54 1.012
22 C -0.07 1.51 0.39  N21 1.372, C23 1.391, C27 1.398
23 C 1.20 2.07 0.39  C22 1.391, C24 1.386, H53 1.080
24 C 2.32 1.27 0.21  C23 1.386, C25 1.398, C32 1.499
25 C 2.17 -0.12 0.05  C24 1.398, C26 1.377, H31 1.080
26 C 0.91 -0.67 0.06  C25 1.377, C27 1.394, H30 1.079
27 C -0.22 0.13 0.21  C22 1.398, C26 1.394, C28 1.468
28 C -1.56 -0.47 0.21  N18 1.394, C27 1.468, O29 1.210
29 O -1.77 -1.65 0.03  C28 1.210
30 H 0.76 -1.74 -0.06  C26 1.079
31 H 3.03 -0.76 -0.04  C25 1.080
32 C 3.66 1.94 0.25  C24 1.499, O33 1.215, N34 1.351
33 O 3.84 2.96 0.88  C32 1.215
34 N 4.61 1.36 -0.51  C32 1.351, H35 1.007, C36 1.444
35 H 4.42 0.48 -0.96  N34 1.007
36 C 5.99 1.77 -0.46  N34 1.444, H37 1.093, H38 1.092, C39 1.540
37 H 6.42 1.66 -1.46  C36 1.093
38 H 6.01 2.82 -0.17  C36 1.092
39 C 6.79 0.94 0.56  C36 1.540, C40 1.502, H51 1.091, H52 1.091
40 C 6.64 -0.53 0.27  C39 1.502, C41 1.390, C45 1.389
41 C 5.68 -1.28 0.93  C40 1.390, C42 1.384, H50 1.082
42 C 5.49 -2.61 0.61  C41 1.384, C43 1.384, H49 1.080
43 C 6.26 -3.21 -0.37  C42 1.384, C44 1.385, H48 1.080
44 C 7.23 -2.47 -1.02  C43 1.385, C45 1.384, H47 1.080
45 C 7.42 -1.14 -0.71  C40 1.389, C44 1.384, H46 1.081
46 H 8.17 -0.56 -1.23  C45 1.081
47 H 7.84 -2.94 -1.78  C44 1.080
48 H 6.11 -4.25 -0.61  C43 1.080
49 H 4.73 -3.18 1.13  C42 1.080
50 H 5.08 -0.81 1.69  C41 1.082
51 H 6.42 1.16 1.56  C39 1.091
52 H 7.84 1.24 0.50  C39 1.091
53 H 1.34 3.13 0.53  C23 1.080
54 H -1.10 3.27 0.69  N21 1.012
55 H -3.52 -1.44 2.10  C8 1.078
56 H -5.84 -2.32 2.15  C7 1.078

Atomic partial charges in e from the Mulliken method, atoms 1 to 8: -0.72 0.29 0.25 0.27 -0.47 0.46 -0.93 -0.53